a) 13
Properties=species:S:1:pos:R:3 method="wB97M-V/def2-TZVPD" homo_lumo_gap_ev=10.034
C -2.699 -0.763 0.283
C 2.007 1.118 -0.006
C 1.728 -0.077 -0.472
C -2.225 0.413 -0.084
O 1.164 2.207 -0.075
F 0.556 -0.460 -1.008
F -2.312 0.979 -1.287
F -1.908 1.297 0.909
H -3.009 -1.503 -0.472
H -2.628 -1.064 1.295
H 3.005 1.154 0.426
H 2.321 -0.900 -0.354
H 0.401 2.294 -0.614

b) 13
Properties=species:S:1:pos:R:3 method="wB97M-V/def2-TZVPD" smiles="OC(F)=C(F)F.C=C" homo_lumo_gap_ev=9.941
C 0.676 2.056 1.204
C 0.731 1.804 -0.087
C -0.417 -1.796 0.053
C -1.337 -1.965 -0.904
O 0.901 -1.673 -0.067
F -0.732 -1.949 1.382
F -0.971 -1.724 -2.126
F -2.640 -2.014 -0.663
H 1.457 2.400 1.958
H -0.208 2.602 1.461
H -0.093 1.818 -0.871
H 1.561 1.353 -0.721
H 1.071 -0.912 -0.617

Least stable structure: b)

a) 15
Properties=species:S:1:pos:R:3 method="wB97M-V/def2-TZVPD" homo_lumo_gap_ev=10.411
C -1.007 -1.331 -0.256
C 0.037 0.966 0.536
C -1.188 0.141 -0.013
C 1.307 0.228 0.441
C 2.291 0.420 -0.411
N -2.259 0.783 -0.162
H -3.052 0.234 -0.494
H -1.913 -1.774 -0.669
H -0.183 -1.498 -0.948
H -0.769 -1.834 0.681
H 0.078 1.887 -0.047
H -0.198 1.228 1.570
H 1.427 -0.465 1.331
H 2.183 1.081 -1.257
H 3.246 -0.066 -0.302

b) 15
Properties=species:S:1:pos:R:3 method="wB97M-V/def2-TZVPD" smiles="C=C=N.C=CC" homo_lumo_gap_ev=10.108
C -0.830 1.445 -0.477
C -1.295 0.053 -0.168
C -1.547 -0.885 -1.080
C 1.967 -0.186 1.773
C 1.854 -0.711 0.576
N 1.818 -1.208 -0.545
H 0.077 1.688 0.091
H -1.592 2.180 -0.192
H -0.616 1.570 -1.543
H -1.429 -0.185 0.888
H -1.431 -0.686 -2.145
H -1.893 -1.876 -0.800
H 0.868 -1.261 -0.924
H 1.922 -0.818 2.653
H 2.128 0.879 1.892

Least stable structure: b)

a) 12
Properties=species:S:1:pos:R:3 method="wB97M-V/def2-TZVPD" homo_lumo_gap_ev=8.609
C -1.649 -1.158 0.058
C 0.642 -0.307 0.251
C 1.436 0.906 0.117
C 2.150 1.859 -0.091
H -2.071 0.886 -1.075
H -1.234 -2.016 0.584
H 1.980 -1.260 1.095
H 2.747 2.738 -0.193
N -0.709 -0.213 -0.218
N 0.995 -1.352 0.847
O -1.129 0.956 -0.812
S -3.157 -1.039 -0.564

b) 12
Properties=species:S:1:pos:R:3 method="wB97M-V/def2-TZVPD" homo_lumo_gap_ev=9.415
C -0.457 -0.668 0.043
C -0.658 0.503 1.068
C 0.706 -0.104 -0.805
C 1.859 -0.436 -0.108
H -2.167 0.208 -0.419
H -0.433 -1.707 0.405
H -1.259 0.338 2.027
H 0.872 -0.445 -1.849
N -0.326 1.712 0.693
N 3.020 -0.272 0.382
O -1.634 -0.777 -0.694
S 0.476 1.649 -0.744

Least stable structure: a)

a) 12
Properties=species:S:1:pos:R:3 method="wB97M-V/def2-TZVPD" smiles=Oc1cncc(S)n1 homo_lumo_gap_ev=8.875
C 1.239 -0.122 -0.206
C 0.828 1.243 0.030
C -1.335 0.719 -0.261
C -0.944 -0.677 -0.081
H 2.792 -1.762 0.403
H 1.430 2.110 0.165
H -2.339 1.028 -0.207
H -2.742 -1.012 0.539
N -0.416 1.607 -0.034
N 0.305 -1.028 -0.229
O -1.883 -1.622 -0.031
S 3.065 -0.484 -0.088

b) 12
Properties=species:S:1:pos:R:3 method="wB97M-V/def2-TZVPD" homo_lumo_gap_ev=7.814
C 1.850 0.486 0.301
C -0.558 0.508 -0.247
C -1.664 -0.306 -0.154
C -2.583 -1.102 0.100
H 1.628 -1.786 -0.325
H 1.821 1.609 0.268
H -1.214 2.351 -0.105
H -3.519 -1.742 0.557
N 0.707 -0.131 0.015
N -0.412 1.850 -0.142
O 0.762 -1.413 -0.200
S 3.181 -0.324 -0.068

Least stable structure: b)

a) 7
Properties=species:S:1:pos:R:3 method="wB97M-V/def2-TZVPD" homo_lumo_gap_ev="5.241 / 5.140"
C -1.236 -0.122 0.302
P 2.351 -0.919 -0.905
P 0.450 0.107 -0.451
Br -1.122 0.179 2.122
H -1.555 -1.243 0.264
H 0.645 1.238 0.352
H 0.466 0.760 -1.684

b) 7
Properties=species:S:1:pos:R:3 method="wB97M-V/def2-TZVPD" homo_lumo_gap_ev=8.819
C 1.296 0.371 -0.050
P 0.405 -0.960 -0.241
P -1.458 0.113 -0.060
Br 3.161 0.084 -0.164
H 0.911 1.418 0.311
H -2.276 -0.776 -0.903
H -2.038 -0.251 1.108

Least stable structure: a)

a) 12
Properties=species:S:1:pos:R:3 method="wB97M-V/def2-TZVPD" smiles="[H]/N=C(/NS)NC=S" homo_lumo_gap_ev=8.884
C 0.329 -0.327 -0.572
C -1.020 -0.240 1.503
H 2.326 2.339 -0.446
H 1.454 0.042 -2.169
H -0.423 -2.071 -0.403
H 0.065 1.181 0.852
H -1.277 0.498 2.311
N 1.238 0.505 -1.299
N 0.119 -1.505 -1.012
N -0.093 0.219 0.636
S 1.221 2.176 -1.266
S -1.649 -1.746 1.640

b) 12
Properties=species:S:1:pos:R:3 method="wB97M-V/def2-TZVPD" smiles="N[C@H]1SCN=[N+]1[S-]" homo_lumo_gap_ev="8.234 / 8.231"
C -0.809 -1.772 -0.343
C 0.077 0.668 0.571
N 0.542 -1.429 -0.491
N 0.974 -0.371 -0.033
N 0.247 2.016 0.108
S 2.508 0.123 -0.134
S -1.724 -0.364 0.399
H -1.051 -1.625 -1.402
H -1.039 -2.856 -0.057
H 0.205 0.619 1.647
H -0.231 2.755 0.577
H 0.301 2.235 -0.842

Least stable structure: b)

a) 75
Properties=species:S:1:pos:R:3 method="wB97M-V/def2-TZVPD" homo_lumo_gap_ev=7.695 charge=-1
Ga 0.161 1.312 -1.043
O 0.106 1.848 1.168
C 1.433 2.116 1.672
C 2.444 1.995 0.500
O 3.628 2.105 0.750
O 1.932 1.827 -0.682
C 1.474 3.565 2.184
C 2.625 4.065 2.801
C 2.645 5.358 3.308
C 1.516 6.169 3.208
C 0.381 5.681 2.581
C 0.359 4.382 2.069
C 1.737 1.098 2.779
C 1.326 1.343 4.089
C 1.513 0.390 5.085
C 2.109 -0.829 4.778
C 2.518 -1.081 3.472
C 2.341 -0.121 2.480
H -0.224 1.073 1.631
H 3.505 3.433 2.870
H 3.547 5.733 3.784
H 1.527 7.173 3.618
H -0.499 6.309 2.480
H -0.519 4.010 1.560
H 0.857 2.288 4.335
H 1.202 0.606 6.101
H 2.261 -1.573 5.554
H 2.986 -2.027 3.215
H 2.690 -0.328 1.472
C 1.626 1.794 -4.396
C 0.199 1.329 -4.281
C -0.615 1.085 -5.372
C -1.916 0.621 -5.144
C -2.381 0.384 -3.869
C -1.505 0.637 -2.785
N -0.268 1.134 -3.049
N -1.676 0.492 -1.455
Si -2.924 -0.391 -0.671
C -4.551 0.487 -0.803
C -3.073 -2.100 -1.386
C -2.490 -0.508 1.131
H 1.743 2.494 -5.220
H 2.278 0.934 -4.570
H 1.953 2.263 -3.472
H -0.240 1.244 -6.376
H -2.577 0.454 -5.991
H -3.385 0.018 -3.687
H -4.928 0.510 -1.836
H -4.414 1.524 -0.471
H -5.320 0.013 -0.171
H -3.846 -2.165 -2.165
H -3.318 -2.834 -0.605
H -2.113 -2.392 -1.831
H -2.794 0.397 1.677
H -1.405 -0.642 1.236
H -2.978 -1.374 1.598
Br -0.682 3.615 -1.140
C -0.924 -7.014 -0.496
C -0.361 -5.610 -0.609
C -0.603 -4.657 0.376
C -0.070 -3.375 0.287
C 0.710 -3.033 -0.813
C 0.959 -3.971 -1.813
C 0.424 -5.244 -1.705
S 1.505 -1.455 -0.918
O 1.466 -1.055 -2.306
O 2.819 -1.622 -0.345
O 0.612 -0.547 -0.100
H -1.750 -7.053 0.218
H -0.158 -7.717 -0.156
H -1.292 -7.374 -1.460
H -1.224 -4.919 1.231
H -0.265 -2.638 1.060
H 1.556 -3.686 -2.675
H 0.616 -5.973 -2.487

b) 75
Properties=species:S:1:pos:R:3 method="wB97M-V/def2-TZVPD" homo_lumo_gap_ev=7.757 charge=-1
Ga -0.112 -0.791 -0.489
O -0.012 0.514 1.685
C -0.897 1.661 1.598
C -1.765 1.525 0.311
O -2.655 2.341 0.156
O -1.482 0.550 -0.508
C -1.884 1.617 2.773
C -2.339 2.770 3.404
C -3.269 2.693 4.435
C -3.761 1.460 4.845
C -3.338 0.308 4.195
C -2.418 0.392 3.156
C -0.054 2.943 1.599
C 0.742 3.204 2.718
C 1.594 4.301 2.747
C 1.663 5.152 1.649
C 0.872 4.900 0.537
C 0.015 3.803 0.512
H 0.890 0.831 1.544
H -1.972 3.737 3.085
H -3.615 3.603 4.915
H -4.479 1.399 5.656
H -3.729 -0.661 4.490
H -2.120 -0.494 2.611
H 0.689 2.534 3.570
H 2.201 4.492 3.625
H 2.337 6.004 1.660
H 0.928 5.549 -0.331
H -0.589 3.619 -0.366
C -0.955 -2.060 -4.115
C -1.734 -2.516 -2.908
C -2.832 -3.347 -3.051
C -3.463 -3.838 -1.902
C -2.994 -3.518 -0.652
C -1.877 -2.645 -0.549
N -1.291 -2.160 -1.685
N -1.265 -2.182 0.568
Si -1.069 -3.175 1.970
C -2.688 -3.518 2.879
C -0.399 -4.837 1.436
C 0.137 -2.442 3.178
H -1.609 -1.972 -4.987
H -0.187 -2.806 -4.343
H -0.462 -1.113 -3.929
H -3.183 -3.607 -4.042
H -4.338 -4.474 -2.002
H -3.473 -3.886 0.249
H -3.139 -4.458 2.528
H -3.423 -2.714 2.738
H -2.495 -3.623 3.959
H -1.108 -5.341 0.761
H -0.219 -5.501 2.299
H 0.544 -4.695 0.895
H -0.252 -1.547 3.671
H 1.073 -2.178 2.669
H 0.358 -3.199 3.948
Br 1.897 -2.009 -0.185
C 6.280 0.910 -5.303
C 5.063 0.986 -4.408
C 4.365 -0.161 -4.043
C 3.220 -0.087 -3.257
C 2.771 1.152 -2.825
C 3.462 2.311 -3.169
C 4.602 2.221 -3.948
S 1.228 1.296 -1.958
O 0.655 2.546 -2.383
O 1.484 1.190 -0.524
O 0.461 0.074 -2.350
H 6.501 -0.122 -5.583
H 7.163 1.325 -4.806
H 6.122 1.483 -6.221
H 4.715 -1.132 -4.384
H 2.683 -0.986 -2.969
H 3.087 3.273 -2.831
H 5.140 3.126 -4.219

Least stable structure: b)

a) 16
Properties=species:S:1:pos:R:3 method="wB97M-V/def2-TZVPD" homo_lumo_gap_ev=10.877 charge=+1
C 1.782 -0.807 0.064
C 1.140 0.545 0.231
C -1.741 -0.620 -0.686
N 1.279 0.078 -0.937
N 0.958 1.608 0.909
N -1.315 0.100 0.584
H 2.881 -0.955 0.095
H 1.192 -1.757 0.167
H -1.287 -0.097 -1.609
H -1.370 -1.659 -0.801
H -2.751 -0.409 -0.781
H 1.364 0.121 -1.874
H 0.193 2.123 0.626
H 1.248 1.634 1.895
H -1.493 -0.606 1.348
H -2.078 0.702 0.769

b) 16
Properties=species:S:1:pos:R:3 method="wB97M-V/def2-TZVPD" homo_lumo_gap_ev=9.200 charge=+1
C -1.271 1.294 0.573
C -2.269 0.401 1.119
C 2.032 0.087 -0.851
N -1.656 -0.076 0.131
N -1.402 -1.141 -0.641
N 1.337 -0.430 0.359
H -1.470 1.999 -0.289
H -0.425 1.524 1.224
H -2.761 -0.125 1.946
H 1.751 1.151 -1.086
H 3.185 0.175 -0.881
H 1.778 -0.574 -1.563
H -1.532 -2.097 -0.438
H -0.648 -1.051 -1.258
H 1.640 -1.334 0.601
H 1.710 0.195 1.052

c) 16
Properties=species:S:1:pos:R:3 method="wB97M-V/def2-TZVPD" homo_lumo_gap_ev=10.624 charge=+1
C 1.914 0.661 -0.683
C -1.966 -0.536 0.402
C -0.681 -0.008 0.947
N 2.484 1.252 0.279
N 0.230 0.019 0.050
N -1.672 -1.206 -0.871
H 2.190 -0.480 -0.922
H -2.563 -0.940 1.189
H -2.490 0.400 0.293
H -0.580 0.250 1.966
H 3.097 0.823 1.040
H 1.165 1.300 -1.253
H -0.140 -0.241 -0.868
H -2.514 -1.774 -1.169
H -0.961 -1.850 -0.707
H 2.488 2.329 0.309

d) 16
Properties=species:S:1:pos:R:3 method="wB97M-V/def2-TZVPD" homo_lumo_gap_ev=9.511 charge=+1
C -0.155 1.306 2.404
C -0.678 -0.871 -1.716
C 0.694 -0.145 -1.826
N -1.096 -0.895 -0.317
N 0.372 0.342 1.737
N 1.112 0.306 -0.725
H 0.151 1.326 3.450
H -0.453 -1.900 -2.120
H -1.421 -0.406 -2.473
H 1.330 -0.230 -2.706
H -0.827 2.055 2.006
H 1.002 -0.267 2.363
H 0.501 0.111 0.121
H 1.828 1.010 -0.573
H -1.625 -0.199 0.058
H -0.734 -1.544 0.319

Least stable structure: b)

a) 16
Properties=species:S:1:pos:R:3 method="wB97M-V/def2-TZVPD" homo_lumo_gap_ev=11.127 charge=+1
C 1.365 1.535 0.043
C 0.019 0.891 -0.222
C -0.283 -0.220 0.735
N -1.457 -0.061 1.292
N -0.295 -1.773 -0.589
N 1.273 0.525 -0.920
H 1.224 2.613 -0.105
H 1.797 1.259 0.984
H -0.768 1.210 -0.862
H 0.653 -0.508 1.229
H -2.197 0.336 0.805
H -1.702 -0.696 2.042
H 0.593 -2.284 -0.530
H -1.101 -2.261 -0.494
H 1.248 0.730 -1.988
H -0.369 -1.295 -1.421

b) 16
Properties=species:S:1:pos:R:3 method="wB97M-V/def2-TZVPD" homo_lumo_gap_ev="7.252 / 6.591" charge=+1
C 2.010 -0.400 -0.428
C -0.612 0.923 -0.052
C -1.810 0.049 -0.606
N 0.212 0.388 0.931
N 3.054 0.051 0.136
N -2.028 -0.967 0.355
H 2.085 -1.127 -1.299
H -1.154 1.738 0.646
H -0.009 1.462 -0.789
H -2.724 0.658 -0.778
H -1.747 -0.262 -1.630
H 4.011 -0.104 -0.206
H 2.945 0.626 1.069
H -2.956 -1.204 0.525
H -0.049 -0.356 1.531
H -1.227 -1.476 0.594

Least stable structure: b)

a) 10
Properties=species:S:1:pos:R:3 method="wB97M-V/def2-TZVPD" homo_lumo_gap_ev="6.907 / 6.906"
C 1.485 -0.139 -0.204
N 0.723 0.849 0.404
O -1.229 -1.117 -0.644
S -3.201 1.023 -0.086
S -1.525 -0.043 0.284
H 1.819 -0.867 0.657
H 0.966 -0.694 -0.950
H 2.342 0.299 -0.876
H 0.182 1.407 -0.232
H -1.562 -0.719 1.646

b) 10
Properties=species:S:1:pos:R:3 method="wB97M-V/def2-TZVPD" homo_lumo_gap_ev=8.450
C -0.581 1.060 -1.588
N 0.911 -1.139 1.480
O -0.359 1.592 -0.523
S -0.072 -0.229 2.184
S 0.932 -2.098 0.052
H -1.017 1.693 -2.421
H -0.166 0.022 -1.602
H -0.171 1.034 1.450
H -1.378 -0.604 1.529
H 1.901 -1.330 -0.561

Least stable structure: a)

a) 13
Properties=species:S:1:pos:R:3 method="wB97M-V/def2-TZVPD" homo_lumo_gap_ev="9.063 / 9.062"
C 1.330 0.196 1.486
C -0.733 -0.105 -0.665
C -1.484 -0.787 0.487
N 1.323 0.759 -1.339
N 0.437 0.589 -0.336
O 2.466 0.462 1.483
O -1.059 -0.166 -1.834
H 0.548 -0.197 2.276
H -0.773 -1.271 1.081
H -2.343 -1.252 0.119
H -1.826 0.125 1.118
H 1.136 0.065 -2.142
H 0.979 1.582 -1.734

b) 13
Properties=species:S:1:pos:R:3 method="wB97M-V/def2-TZVPD" smiles=Cn1oc(N)c1O homo_lumo_gap_ev=7.755
C 1.807 -0.127 1.085
C -0.152 0.686 -0.209
C -0.884 -0.428 -0.417
N -1.817 -0.953 -1.274
O -0.116 2.006 -0.487
N 0.396 0.168 1.010
O -0.368 -1.137 0.656
H -0.617 2.435 -1.186
H -2.201 -1.828 -0.946
H -2.536 -0.316 -1.592
H 2.320 0.835 1.117
H 2.000 -0.648 2.021
H 2.168 -0.695 0.220

c) 13
Properties=species:S:1:pos:R:3 method="wB97M-V/def2-TZVPD" homo_lumo_gap_ev=9.661
C 0.426 0.080 0.277
C -0.661 0.265 -0.683
C -0.270 1.915 0.271
H 1.625 -2.918 -0.281
H 0.111 -2.955 0.481
H -1.438 -0.334 -0.166
H -0.669 -0.262 -1.743
H -1.116 1.535 1.177
H -0.151 3.246 0.449
N 0.772 -2.329 -0.191
N 0.978 -1.045 0.672
O -0.567 1.567 -0.930
O 0.960 1.235 0.666

Least stable structure: c)

a) 13
Properties=species:S:1:pos:R:3 method="wB97M-V/def2-TZVPD" smiles="[H]/N=C(/NC=O)OC" homo_lumo_gap_ev=10.698
C -1.863 -0.037 -0.951
O -1.034 0.552 0.037
C 0.283 0.236 0.076
N 1.086 -0.076 -0.852
N 0.672 0.307 1.408
C 1.840 -0.203 1.936
O 2.015 -0.287 3.131
H -2.732 -0.435 -0.424
H -1.347 -0.854 -1.462
H -2.187 0.718 -1.671
H 0.653 -0.049 -1.769
H -0.058 0.518 2.076
H 2.557 -0.526 1.162

b) 13
Properties=species:S:1:pos:R:3 method="wB97M-V/def2-TZVPD" smiles="[H]/N=C(/NC=O)OC" homo_lumo_gap_ev=10.755
C -1.913 -0.083 -0.857
O -1.170 -0.099 0.350
C 0.145 0.197 0.241
N 0.823 0.518 -0.780
N 0.744 0.084 1.489
C 2.067 -0.273 1.648
O 2.594 -0.383 2.730
H -2.924 -0.390 -0.593
H -1.497 -0.793 -1.581
H -1.936 0.921 -1.295
H 0.275 0.503 -1.633
H 0.179 0.167 2.324
H 2.573 -0.460 0.689

c) 13
Properties=species:S:1:pos:R:3 method="wB97M-V/def2-TZVPD" homo_lumo_gap_ev=8.580
N -2.127 -0.197 -0.338
C -0.829 -0.071 -0.134
O -0.269 1.025 -0.415
C 0.071 -1.078 0.552
O 0.881 -0.238 1.256
C 1.246 0.979 0.005
N 1.963 0.662 -0.995
H -2.654 0.599 -0.671
H -2.613 -1.026 -0.036
H 0.602 -1.667 -0.219
H -0.540 -1.781 1.146
H 1.356 1.801 0.711
H 2.914 0.993 -0.862

d) 13
Properties=species:S:1:pos:R:3 method="wB97M-V/def2-TZVPD" homo_lumo_gap_ev="8.845 / 8.953"
C 0.165 -1.556 0.388
C 1.431 -1.426 -0.440
C -0.899 2.044 -0.165
N -0.092 0.913 -0.142
N -0.614 -0.257 0.488
O -0.234 -2.581 0.876
O -1.638 -0.319 1.176
H 1.237 -0.536 -1.017
H 1.843 -2.320 -0.855
H 2.185 -1.080 0.272
H -1.835 1.942 0.478
H -1.095 2.260 -1.257
H -0.453 2.917 0.198

Least stable structure: d)